Density functional theory data (the ωB97M-V functional and the def2-TZVPD basis) for a molecular structure, C3H3Li2NaO3.

Geometry (Å):
O  -2.936  -1.481  0.488
Li  -2.496  -2.159  2.299
C  -2.385  -0.421  0.983
O  -1.539  0.303  0.240
C  -0.970  1.661  0.409
H  -1.331  2.219  -0.478
H  0.096  1.495  0.153
Li  -1.746  2.999  2.498
C  -2.977  0.210  2.492
O  -2.322  0.630  3.569
Na  0.063  0.941  3.035
H  -4.030  0.562  2.362

Properties
- net charge = 0
- E_tot (eV) = -14123.70382
- Kohn-Sham gap (spin up / spin down) (eV) = 3.85 / 3.78
- strongest force on any atom (eV/Å) = 3.35
- LUMO (spin up / spin down) (Ha) = -0.0248 / -0.0233